one:
Molecular formula: C4H5ClN2O3
Method: DFT, wB97M-V/def2-TZVPD

Its HOMO-LUMO gap (alpha / beta) is 7.7 / 7.7 eV. As for the LUMO energy (alpha / beta): 0.53 / -2.76 eV. The calculation puts the HOMO energy (alpha / beta) at -7.2133 / -10.4238 eV. For the molecular weight, the calculation gives 164.5 g mol⁻¹.

Geometry as ORCA input:
```
! wB97M-V def2-TZVPD RIJCOSX def2/J DEFGRID3
* xyz 0 3
C 0.473 -1.518 0.948
C 1.875 0.066 -0.724
C 0.433 0.158 -0.553
C -1.663 1.197 -0.148
N -0.229 1.079 0.124
N -0.275 -2.369 0.670
O -1.106 -3.019 0.134
O 2.410 -0.559 -1.590
O 0.240 1.834 0.983
Cl 2.834 0.954 0.452
H 1.182 -1.171 1.646
H -0.127 -0.385 -1.301
H -2.091 1.839 0.621
H -1.806 1.669 -1.119
H -2.149 0.223 -0.144
*
```

These are the natural (NBO) partial charges, in e, on atoms 1 to 8:
1. C -0.039
2. C 0.408
3. C -0.048
4. C -0.448
5. N -0.033
6. N 0.195
7. O -0.331
8. O -0.505

two:
Molecular formula: C4H5ClN2O3
Method: DFT, wB97M-V/def2-TZVPD

Its HOMO-LUMO gap (alpha / beta) is 6.2 / 7.9 eV. As for the LUMO energy (alpha / beta): -0.09 / -2.75 eV. The calculation puts the HOMO energy (alpha / beta) at -6.2503 / -10.6941 eV. For the molecular weight, the calculation gives 164.5 g mol⁻¹.

Geometry as ORCA input:
```
! wB97M-V def2-TZVPD RIJCOSX def2/J DEFGRID3
* xyz 0 3
C 0.649 -0.051 1.120
C 1.076 1.401 1.136
C 0.471 -0.497 -0.275
C -0.750 -0.641 -2.273
N -0.546 -0.219 -0.942
N -0.670 -0.151 1.810
O -0.610 -0.265 3.005
O 2.169 1.789 1.370
O -1.738 0.066 1.253
Cl -0.132 2.409 0.436
H 1.310 -0.639 1.719
H 1.291 -1.097 -0.760
H 0.027 -1.219 -2.602
H -1.644 -1.086 -2.204
H -0.904 0.201 -2.794
*
```

These are the natural (NBO) partial charges, in e, on atoms 1 to 8:
1. C -0.249
2. C 0.477
3. C -0.226
4. C -0.443
5. N -0.042
6. N 0.526
7. O -0.351
8. O -0.486

Energies relative to the most stable structure are one 0.0000; two 0.0204, reported in hartree.

one:
Molecular formula: C4H9Cl
Method: DFT, wB97M-V/def2-TZVPD

Its HOMO-LUMO gap is 11.7 eV. As for the LUMO energy: 1.10 eV. As for the SMILES: CC[C@@H](C)Cl. The calculation puts the HOMO energy at -10.5648 eV. For the molecular weight, the calculation gives 92.6 g mol⁻¹.

Geometry as ORCA input:
```
! wB97M-V def2-TZVPD RIJCOSX def2/J DEFGRID3
* xyz 0 1
C 2.192 -0.238 0.148
C 1.058 0.712 -0.391
C -0.200 0.421 0.353
C -1.353 1.362 0.033
Cl -0.875 -1.149 -0.072
H 2.511 -0.876 -0.629
H 3.115 0.358 0.519
H 1.960 -0.780 0.987
H 0.785 0.427 -1.382
H 1.228 1.730 -0.475
H 0.000 0.527 1.363
H -1.660 1.233 -0.914
H -1.115 2.431 0.224
H -2.129 0.948 0.666
*
```

These are the natural (NBO) partial charges, in e, on atoms 1 to 8:
1. C -0.605
2. C -0.422
3. C -0.167
4. C -0.605
5. Cl -0.067
6. H 0.215
7. H 0.203
8. H 0.208

two:
Molecular formula: C4H9Cl
Method: DFT, wB97M-V/def2-TZVPD

Its HOMO-LUMO gap is 10.6 eV. As for the LUMO energy: 0.81 eV. As for the SMILES: CC(C)(C)Cl. The calculation puts the HOMO energy at -9.8292 eV. For the molecular weight, the calculation gives 92.6 g mol⁻¹.

Geometry as ORCA input:
```
! wB97M-V def2-TZVPD RIJCOSX def2/J DEFGRID3
* xyz 0 1
C -0.804 -1.489 -0.468
C 0.079 -0.284 0.131
C 1.507 -0.410 0.571
C -1.043 0.177 1.325
Cl 0.153 0.996 -0.852
H -0.418 -1.318 -1.519
H -0.345 -2.553 0.044
H -1.941 -1.030 -0.364
H 1.854 0.645 1.194
H 1.438 -1.144 1.487
H 2.301 -0.355 -0.330
H -1.324 -0.851 1.896
H -0.737 0.900 2.089
H -1.857 0.803 0.638
*
```

These are the natural (NBO) partial charges, in e, on atoms 1 to 8:
1. C -0.649
2. C -0.139
3. C -0.658
4. C -0.627
5. Cl 0.009
6. H 0.222
7. H 0.240
8. H 0.253

Energies relative to the most stable structure are one 0.0000; two 0.1168, reported in hartree.

one:
Molecular formula: C3HCl2N3O2
Method: DFT, wB97M-V/def2-TZVPD

Its HOMO-LUMO gap (alpha / beta) is 8.9 / 8.9 eV. As for the LUMO energy (alpha / beta): -0.74 / -0.74 eV. As for the SMILES: O=NN=C=CCl.O=C=NCl. The calculation puts the HOMO energy (alpha / beta) at -9.6850 / -9.6846 eV. For the molecular weight, the calculation gives 182.0 g mol⁻¹.

Geometry as ORCA input:
```
! wB97M-V def2-TZVPD RIJCOSX def2/J DEFGRID3
* xyz 0 1
O 1.258 -2.267 -0.240
N 1.452 -1.111 -0.563
N 0.716 -0.119 -0.228
C 0.421 1.033 -0.223
C 0.159 2.276 -0.029
Cl 1.081 3.522 -0.908
H -0.761 2.498 0.483
O -0.308 -1.526 2.074
C -0.820 -1.479 1.037
N -1.557 -1.331 0.119
Cl -1.641 -1.498 -1.523
*
```

These are the natural (NBO) partial charges, in e, on atoms 1 to 8:
1. O -0.331
2. N 0.272
3. N -0.248
4. C 0.388
5. C -0.351
6. Cl 0.021
7. H 0.256
8. O -0.485

two:
Molecular formula: C3HCl2N3O2
Method: DFT, wB97M-V/def2-TZVPD

Its HOMO-LUMO gap is 9.3 eV. As for the LUMO energy: -0.63 eV. As for the SMILES: O=[N+]([O-])c1nc(Cl)[nH]c1Cl. The calculation puts the HOMO energy at -9.9114 eV. For the molecular weight, the calculation gives 182.0 g mol⁻¹.

Geometry as ORCA input:
```
! wB97M-V def2-TZVPD RIJCOSX def2/J DEFGRID3
* xyz 0 1
O -0.276 -1.980 2.158
N 0.324 -1.764 1.089
O 1.168 -2.551 0.596
C 0.032 -0.497 0.451
N -0.927 0.442 0.870
C -0.934 1.400 0.003
Cl -1.826 2.877 0.121
N -0.026 1.171 -1.004
C 0.562 -0.049 -0.734
Cl 1.711 -0.813 -1.745
H 0.192 1.763 -1.805
*
```

These are the natural (NBO) partial charges, in e, on atoms 1 to 8:
1. O -0.340
2. N 0.498
3. O -0.375
4. C 0.106
5. N -0.405
6. C 0.321
7. Cl 0.066
8. N -0.540

Energies relative to the most stable structure are one 0.1388; two 0.0000, reported in hartree.

one:
Molecular formula: C3H8N2OP
Method: DFT, wB97M-V/def2-TZVPD

Its HOMO-LUMO gap is 8.4 eV. As for the LUMO energy: -5.51 eV. The calculation puts the HOMO energy at -13.9320 eV. For the molecular weight, the calculation gives 119.1 g mol⁻¹.

Geometry as ORCA input:
```
! wB97M-V def2-TZVPD RIJCOSX def2/J DEFGRID3
* xyz 1 1
C 0.787 0.766 -0.407
C -1.776 -1.705 0.127
C -0.893 -0.647 0.682
N 1.932 1.142 -2.040
N 0.105 -0.249 -0.314
O 2.633 1.987 -1.769
P 0.983 2.250 0.721
H -2.334 -1.221 -0.744
H -1.271 -2.546 -0.234
H -2.629 -2.050 0.824
H -0.376 -1.151 1.441
H -1.316 0.233 1.116
H 0.113 -0.940 -1.141
H 1.716 1.712 1.729
H 2.325 2.420 0.009
*
```

These are the natural (NBO) partial charges, in e, on atoms 1 to 8:
1. C 0.119
2. C -0.638
3. C -0.240
4. N 0.361
5. N -0.485
6. O -0.085
7. P 0.294
8. H 0.220

two:
Molecular formula: C3H8N2OP
Method: DFT, wB97M-V/def2-TZVPD

Its HOMO-LUMO gap is 10.5 eV. As for the LUMO energy: -4.07 eV. As for the SMILES: O=PN1CC[NH2+]C1. The calculation puts the HOMO energy at -14.5318 eV. For the molecular weight, the calculation gives 119.1 g mol⁻¹.

Geometry as ORCA input:
```
! wB97M-V def2-TZVPD RIJCOSX def2/J DEFGRID3
* xyz 1 1
O -3.042 0.937 0.106
P -2.625 -0.448 0.070
N -0.956 -0.312 -0.380
C -0.011 -1.354 -0.243
C 1.288 -0.567 0.424
N 0.856 0.861 0.471
C -0.269 0.924 -0.636
H 0.299 -1.770 -1.228
H -0.442 -2.014 0.429
H 1.362 -0.911 1.430
H 2.258 -0.785 -0.146
H 0.489 1.078 1.355
H 1.620 1.597 0.360
H 0.269 1.187 -1.618
H -1.097 1.576 -0.393
*
```

These are the natural (NBO) partial charges, in e, on atoms 1 to 8:
1. O -1.006
2. P 1.528
3. N -0.784
4. C -0.210
5. C -0.263
6. N -0.530
7. C -0.071
8. H 0.220

Energies relative to the most stable structure are one 0.1738; two 0.0000, reported in hartree.